(1)
DFT (ωB97M-V/def2-TZVPD) results for an isolated molecule of C15H24N2O3.

Values from the calculation:
Total energy   -25068.950 eV
SMILES string   CCCCCCCCCn1cc(C(C)=O)c(=O)[nH]c1=O
HOMO-LUMO gap   9.43 eV

CARTESIAN COORDINATES (ANGSTROEM)
C  -6.779  -0.823  0.264
C  -5.382  -1.415  0.110
C  -4.398  -0.473  -0.586
C  -4.015  0.731  0.272
C  -3.092  1.719  -0.445
C  -1.736  1.154  -0.870
C  -0.896  0.654  0.303
C  0.509  0.260  -0.143
C  1.332  -0.277  1.028
N  2.682  -0.612  0.613
C  3.634  0.331  0.534
C  4.909  0.116  0.106
C  5.830  1.283  0.096
C  7.236  1.037  -0.350
O  5.430  2.375  0.442
C  5.284  -1.227  -0.312
O  6.353  -1.617  -0.721
N  4.226  -2.135  -0.201
C  2.942  -1.924  0.223
O  2.109  -2.795  0.265
H  -6.769  0.047  0.915
H  -7.174  -0.524  -0.705
H  -7.454  -1.559  0.695
H  -4.990  -1.681  1.094
H  -5.456  -2.334  -0.476
H  -4.836  -0.124  -1.524
H  -3.498  -1.041  -0.831
H  -4.920  1.272  0.554
H  -3.543  0.384  1.193
H  -2.923  2.574  0.215
H  -3.603  2.090  -1.337
H  -1.879  0.343  -1.585
H  -1.185  1.947  -1.384
H  -1.377  -0.213  0.758
H  -0.830  1.438  1.061
H  0.446  -0.511  -0.913
H  1.016  1.127  -0.574
H  1.387  0.465  1.828
H  0.875  -1.192  1.412
H  3.356  1.331  0.844
H  7.800  1.964  -0.308
H  7.239  0.639  -1.362
H  7.700  0.285  0.285
H  4.439  -3.087  -0.483

***

(2)
DFT (ωB97M-V/def2-TZVPD) results for a 2-piece molecular cluster, C15H24N3O3PS overall in a non-equilibrium geometry.

Values from the calculation:
Total energy   -46668.157 eV
HOMO-LUMO gap   4.33 eV
Net charge   +2

CARTESIAN COORDINATES (ANGSTROEM)
C  4.089  -6.136  0.003
O  2.853  -5.443  -0.130
C  2.958  -4.066  -0.422
C  1.639  -3.613  -1.022
N  0.552  -3.758  -0.023
P  -0.565  -4.955  -0.366
O  -1.011  -5.537  1.057
O  0.259  -6.106  -1.072
S  -2.093  -4.321  -1.373
H  4.116  -6.968  -0.696
H  4.939  -5.485  -0.196
H  4.184  -6.516  1.019
H  3.114  -3.505  0.507
H  3.767  -3.851  -1.123
H  1.447  -4.190  -1.924
H  1.734  -2.562  -1.294
H  0.033  -2.897  0.042
H  -1.012  -6.499  1.065
H  1.007  -6.420  -0.539
C  -1.898  -0.721  3.055
N  -1.698  0.491  2.218
C  -1.016  1.527  2.733
C  -0.784  2.660  1.990
C  -1.257  2.734  0.682
C  -1.968  1.651  0.177
C  -2.178  0.542  0.967
C  -1.004  3.930  -0.165
C  -0.358  3.807  -1.391
C  -0.164  4.922  -2.174
N  -0.593  6.127  -1.772
C  -1.206  6.276  -0.586
C  -1.420  5.197  0.237
C  -0.413  7.319  -2.640
H  -2.402  -0.430  3.972
H  -0.925  -1.156  3.271
H  -2.507  -1.433  2.507
H  -0.661  1.419  3.748
H  -0.223  3.470  2.436
H  -2.376  1.660  -0.824
H  -2.728  -0.317  0.606
H  0.004  2.852  -1.745
H  0.332  4.872  -3.133
H  -1.522  7.276  -0.324
H  -1.929  5.352  1.178
H  0.146  8.071  -2.090
H  -1.393  7.697  -2.917
H  0.135  7.030  -3.530

***

(3)
DFT (ωB97M-V/def2-TZVPD) results for an isolated molecule of C15H24N6O.

Values from the calculation:
Total energy   -26933.314 eV
SMILES string   CCN(CCO)c1nc(N2CCCCC2)c2cnn(C)c2n1
HOMO-LUMO gap   8.43 eV

CARTESIAN COORDINATES (ANGSTROEM)
C  0.153  -3.389  2.972
C  0.378  -1.896  3.212
N  -0.275  -1.055  2.237
C  -1.650  -0.668  2.412
C  -2.638  -1.524  1.599
O  -3.953  -1.030  1.678
C  0.362  -0.761  1.075
N  -0.335  -0.034  0.194
C  0.198  0.337  -0.968
N  -0.629  0.987  -1.816
C  -0.203  1.644  -3.026
C  -0.020  3.143  -2.776
C  -1.331  3.737  -2.264
C  -1.810  2.969  -1.033
C  -1.909  1.476  -1.349
C  1.546  -0.024  -1.238
C  2.579  0.111  -2.197
N  3.670  -0.504  -1.815
N  3.419  -1.061  -0.617
C  4.409  -1.815  0.092
C  2.160  -0.798  -0.217
N  1.612  -1.194  0.930
H  0.729  -3.969  3.688
H  0.479  -3.646  1.968
H  -0.897  -3.650  3.079
H  0.016  -1.616  4.206
H  1.447  -1.685  3.150
H  -1.892  -0.733  3.477
H  -1.764  0.371  2.084
H  -2.597  -2.571  1.931
H  -2.361  -1.479  0.545
H  -4.227  -1.020  2.602
H  0.713  1.191  -3.395
H  -0.986  1.495  -3.780
H  0.289  3.637  -3.698
H  0.766  3.285  -2.031
H  -1.196  4.792  -2.021
H  -2.088  3.668  -3.050
H  -2.783  3.341  -0.707
H  -1.100  3.107  -0.215
H  -2.191  0.907  -0.465
H  -2.648  1.309  -2.140
H  2.594  0.629  -3.136
H  5.270  -1.185  0.324
H  4.743  -2.659  -0.513
H  3.950  -2.172  1.012

***

(4)
DFT (ωB97M-V/def2-TZVPD) results for C15H24N6O5W as an isolated structure in a non-equilibrium geometry.

Values from the calculation:
Total energy   -36928.111 eV
Spin multiplicity   3
HOMO-LUMO gap (spin up / spin down)   7.26 / 6.80 eV
Net charge   +2
<S²>   2.0205

CARTESIAN COORDINATES (ANGSTROEM)
W  0.006  0.248  0.166
O  -0.381  0.246  2.095
N  -1.067  -0.693  2.685
N  -1.362  -1.601  1.866
O  -0.981  -1.428  0.606
C  -2.068  -2.822  2.242
C  -2.289  -3.060  3.590
C  -2.963  -4.220  3.927
C  -3.388  -5.099  2.935
C  -3.143  -4.827  1.597
C  -2.473  -3.670  1.229
H  -1.942  -2.377  4.351
H  -3.149  -4.441  4.968
H  -3.909  -6.004  3.212
H  -3.473  -5.516  0.833
H  -2.277  -3.444  0.192
C  1.710  -1.033  -3.682
C  1.434  -0.582  -2.289
N  0.199  -0.492  -1.797
O  -0.896  -0.784  -2.551
C  2.405  -0.094  -1.386
C  3.758  0.376  -1.753
N  1.935  0.042  -0.085
O  1.511  1.443  0.220
H  1.145  -1.929  -3.949
H  2.761  -1.286  -3.794
H  1.467  -0.243  -4.399
H  -0.607  -1.179  -3.388
H  3.818  0.669  -2.799
H  4.498  -0.413  -1.577
H  4.033  1.216  -1.117
C  -2.431  4.991  -1.037
N  -1.518  3.906  -0.648
C  -0.136  4.053  -1.116
C  -1.937  2.745  -0.174
O  -1.214  1.679  -0.430
N  -3.063  2.591  0.520
C  -3.668  1.271  0.688
C  -3.654  3.659  1.337
H  -2.156  5.300  -2.044
H  -2.339  5.842  -0.364
H  -3.457  4.639  -1.061
H  0.087  5.116  -1.151
H  -0.021  3.632  -2.116
H  0.558  3.577  -0.428
H  -3.466  0.643  -0.177
H  -4.746  1.400  0.767
H  -3.312  0.796  1.606
H  -2.917  4.433  1.532
H  -3.942  3.215  2.288
H  -4.536  4.087  0.865

***

(5)
DFT (ωB97M-V/def2-TZVPD) results for an isolated ion of composition C15H24NO3 and charge +1 in a non-equilibrium geometry.

Values from the calculation:
Total energy   -23555.842 eV
SMILES string   COc1cc(C[NH2+]C2CCCC2)cc(OC)c1OC
HOMO-LUMO gap   8.74 eV
Net charge   +1

CARTESIAN COORDINATES (ANGSTROEM)
C  -3.554  -2.429  -1.117
O  -2.367  -2.642  -0.623
C  -1.896  -1.452  0.119
C  -0.710  -1.734  0.876
C  0.057  -0.572  1.208
C  1.367  -0.754  2.100
N  2.611  -0.241  1.303
C  2.827  -0.954  0.126
C  4.393  -0.620  -0.239
C  4.345  0.889  -0.850
C  2.911  1.264  -1.328
C  2.134  -0.233  -1.127
C  -0.449  0.735  1.161
C  -1.552  0.943  0.591
O  -1.936  2.134  0.651
C  -2.469  2.821  -0.535
C  -2.416  0.143  0.070
O  -3.706  0.295  -0.588
C  -4.566  0.385  0.358
H  -4.306  -2.237  -0.556
H  -3.545  -3.338  -1.651
H  -3.516  -1.723  -2.029
H  -0.371  -2.670  0.760
H  1.479  -1.891  2.309
H  1.343  -0.259  2.802
H  2.302  0.529  1.097
H  3.389  -0.104  1.891
H  2.586  -1.915  0.355
H  5.037  -0.568  0.496
H  4.678  -1.298  -1.202
H  5.009  0.839  -1.701
H  4.544  1.513  -0.101
H  2.870  1.353  -2.585
H  2.378  1.884  -0.544
H  2.152  -0.786  -1.924
H  1.168  -0.241  -0.792
H  0.002  1.632  1.875
H  -1.509  3.029  -1.406
H  -3.297  2.380  -0.941
H  -2.790  3.878  -0.445
H  -5.464  0.882  -0.065
H  -4.299  1.427  0.924
H  -4.860  -0.295  1.281

***

(6)
DFT (ωB97M-V/def2-TZVPD) results for an isolated molecule of C15H25BrN2.

Values from the calculation:
Total energy   -88983.061 eV
SMILES string   CCN(CC)CCN(CC)Cc1ccccc1Br
HOMO-LUMO gap   9.00 eV

CARTESIAN COORDINATES (ANGSTROEM)
C  -5.024  -0.044  0.419
C  -3.990  -1.116  0.089
N  -2.642  -0.725  0.480
C  -2.410  -0.926  1.902
C  -1.242  -0.095  2.419
C  -1.632  -1.363  -0.348
C  -1.404  -0.606  -1.667
N  -0.467  0.494  -1.534
C  -1.013  1.789  -1.893
C  -1.866  2.330  -0.750
C  0.850  0.187  -2.053
C  1.559  -0.727  -1.090
C  1.794  -2.062  -1.391
C  2.391  -2.912  -0.476
C  2.765  -2.436  0.768
C  2.550  -1.107  1.090
C  1.953  -0.271  0.163
Br  1.686  1.549  0.641
H  -5.090  0.130  1.490
H  -4.758  0.893  -0.062
H  -6.002  -0.356  0.062
H  -3.998  -1.276  -0.992
H  -4.281  -2.070  0.564
H  -3.313  -0.610  2.429
H  -2.246  -1.994  2.136
H  -1.341  0.929  2.073
H  -1.236  -0.105  3.506
H  -0.289  -0.486  2.074
H  -0.691  -1.383  0.197
H  -1.905  -2.409  -0.574
H  -1.039  -1.324  -2.417
H  -2.364  -0.222  -2.020
H  -1.613  1.732  -2.818
H  -0.188  2.481  -2.078
H  -2.434  3.197  -1.078
H  -1.227  2.622  0.078
H  -2.543  1.557  -0.397
H  1.418  1.117  -2.144
H  0.815  -0.288  -3.051
H  1.501  -2.437  -2.361
H  2.561  -3.946  -0.734
H  3.226  -3.093  1.490
H  2.842  -0.720  2.055

***

(7)
DFT (ωB97M-V/def2-TZVPD) results for an isolated ion of composition C15H25ClNO and charge +1.

Values from the calculation:
Total energy   -32015.299 eV
SMILES string   CC[C@H](C)[NH2+]CCCCOc1ccc(Cl)cc1C
HOMO-LUMO gap   9.17 eV
Net charge   +1

CARTESIAN COORDINATES (ANGSTROEM)
C  2.952  2.783  0.512
C  2.550  2.258  -0.863
C  1.282  1.398  -0.871
C  0.025  2.175  -0.503
N  1.418  0.256  0.080
C  2.431  -0.777  -0.254
C  2.103  -2.080  0.475
C  1.117  -2.996  -0.263
C  -0.136  -2.315  -0.823
O  -0.659  -1.413  0.146
C  -1.957  -0.932  -0.011
C  -2.678  -1.042  -1.189
C  -3.950  -0.501  -1.275
C  -4.493  0.152  -0.180
Cl  -6.072  0.834  -0.280
C  -3.770  0.259  1.000
C  -2.498  -0.278  1.103
C  -1.715  -0.159  2.376
H  3.253  1.985  1.190
H  2.153  3.359  0.970
H  3.806  3.444  0.403
H  3.378  1.689  -1.288
H  2.374  3.105  -1.526
H  1.154  0.970  -1.870
H  -0.103  3.009  -1.186
H  -0.861  1.547  -0.575
H  0.085  2.576  0.505
H  1.630  0.650  1.002
H  0.492  -0.257  0.167
H  2.426  -0.937  -1.333
H  3.420  -0.418  0.033
H  3.023  -2.644  0.622
H  1.712  -1.845  1.467
H  1.620  -3.478  -1.100
H  0.812  -3.777  0.433
H  -0.878  -3.081  -1.061
H  0.098  -1.767  -1.747
H  -2.269  -1.545  -2.049
H  -4.512  -0.590  -2.189
H  -4.206  0.760  1.849
H  -2.390  -0.073  3.222
H  -1.082  -1.032  2.520
H  -1.087  0.732  2.361

***

(8)
DFT (ωB97M-V/def2-TZVPD) results for C15H25CoIN2O2 as an isolated structure.

Values from the calculation:
Total energy   -68756.155 eV
Spin multiplicity   5
HOMO-LUMO gap (spin up / spin down)   6.05 / 3.16 eV
Net charge   +1
<S²>   6.0301

CARTESIAN COORDINATES (ANGSTROEM)
Co  0.462  0.204  0.627
N  -0.191  -1.884  0.761
C  -1.181  -2.290  1.792
C  -1.886  -1.056  2.335
C  -0.999  -0.267  3.309
C  -1.134  1.239  3.150
N  -0.425  1.691  1.918
H  -0.600  -1.974  -0.165
H  0.614  -2.501  0.773
H  -0.652  -2.795  2.600
H  -1.899  -3.001  1.381
H  -2.816  -1.345  2.830
H  -2.165  -0.427  1.481
H  0.054  -0.519  3.143
H  -1.228  -0.553  4.337
H  -0.720  1.747  4.019
H  -2.187  1.516  3.082
H  0.346  2.300  2.171
H  -1.034  2.252  1.332
I  -4.874  -0.052  -6.470
C  -3.589  0.392  -4.981
C  -2.843  1.599  -5.048
C  -1.992  1.891  -4.027
C  -1.859  1.000  -2.931
C  -2.609  -0.200  -2.875
C  -3.466  -0.514  -3.886
C  -0.892  1.394  -1.829
O  -0.468  2.538  -1.883
O  -0.663  0.497  -0.959
H  -2.950  2.267  -5.891
H  -1.400  2.796  -4.026
H  -2.493  -0.852  -2.021
H  -4.044  -1.427  -3.865
C  3.113  1.520  -1.130
C  3.219  0.134  -0.502
C  2.700  -0.931  -1.467
C  2.478  0.075  0.841
H  3.636  1.565  -2.088
H  3.550  2.277  -0.475
H  2.065  1.789  -1.307
H  4.283  -0.077  -0.342
H  1.641  -0.754  -1.702
H  2.794  -1.932  -1.035
H  3.253  -0.921  -2.410
H  2.819  0.890  1.491
H  2.706  -0.868  1.356

***

Which of these has the highest total energy? C15H24NO3

***

Copy entry 5 word for word.
DFT (ωB97M-V/def2-TZVPD) results for an isolated ion of composition C15H24NO3 and charge +1 in a non-equilibrium geometry.

Values from the calculation:
Total energy   -23555.842 eV
SMILES string   COc1cc(C[NH2+]C2CCCC2)cc(OC)c1OC
HOMO-LUMO gap   8.74 eV
Net charge   +1

CARTESIAN COORDINATES (ANGSTROEM)
C  -3.554  -2.429  -1.117
O  -2.367  -2.642  -0.623
C  -1.896  -1.452  0.119
C  -0.710  -1.734  0.876
C  0.057  -0.572  1.208
C  1.367  -0.754  2.100
N  2.611  -0.241  1.303
C  2.827  -0.954  0.126
C  4.393  -0.620  -0.239
C  4.345  0.889  -0.850
C  2.911  1.264  -1.328
C  2.134  -0.233  -1.127
C  -0.449  0.735  1.161
C  -1.552  0.943  0.591
O  -1.936  2.134  0.651
C  -2.469  2.821  -0.535
C  -2.416  0.143  0.070
O  -3.706  0.295  -0.588
C  -4.566  0.385  0.358
H  -4.306  -2.237  -0.556
H  -3.545  -3.338  -1.651
H  -3.516  -1.723  -2.029
H  -0.371  -2.670  0.760
H  1.479  -1.891  2.309
H  1.343  -0.259  2.802
H  2.302  0.529  1.097
H  3.389  -0.104  1.891
H  2.586  -1.915  0.355
H  5.037  -0.568  0.496
H  4.678  -1.298  -1.202
H  5.009  0.839  -1.701
H  4.544  1.513  -0.101
H  2.870  1.353  -2.585
H  2.378  1.884  -0.544
H  2.152  -0.786  -1.924
H  1.168  -0.241  -0.792
H  0.002  1.632  1.875
H  -1.509  3.029  -1.406
H  -3.297  2.380  -0.941
H  -2.790  3.878  -0.445
H  -5.464  0.882  -0.065
H  -4.299  1.427  0.924
H  -4.860  -0.295  1.281

***

Which of these has the lowest total energy? C15H25BrN2

***

The highest total energy belongs to which entry? C15H24NO3